No. 1
A structure of composition C11H23N5O6Sc. Source: the Open Molecules 2025 dataset; level of theory: ωB97M-V with the def2-TZVPD basis set.

The geometry in XYZ format:
```
46
Properties=species:S:1:pos:R:3:forces:R:3:nbo_charge:R:1
O -3.18690 -0.80005 -3.99273 0.29 -0.23 -0.09 -0.715
H -3.08501 -1.25513 -4.84389 -0.13 0.34 0.31 0.472
Sc -0.09968 -0.09748 -0.06753 -1.35 1.38 3.01 1.701
N -0.82060 -0.34296 2.01080 -0.58 1.01 0.82 -0.319
N -1.85241 0.94118 -0.14602 -0.70 0.45 2.06 -0.262
N 2.07005 -0.68176 0.27742 -0.33 -0.31 1.42 -0.235
N 0.73646 0.30415 -1.87636 1.54 0.68 -2.73 -0.276
O -0.12584 -0.79405 3.08728 -0.50 0.09 -1.59 -0.624
O 2.69895 -1.11045 1.49330 -0.26 -0.48 -2.06 -0.525
O -0.00396 0.71971 -3.01258 1.74 -0.79 1.02 -0.485
O -2.17500 1.55514 -1.25539 -0.01 -0.96 0.84 -0.518
C -2.51768 1.05014 1.05946 0.47 0.39 -3.23 0.156
C -1.87033 0.48915 2.20785 1.64 -2.51 0.27 0.233
C 2.76781 -0.25258 -0.70064 0.72 -1.36 0.53 0.292
C 2.05121 0.23743 -1.93608 -2.22 0.10 -1.01 0.313
C -2.32611 0.54849 3.61251 -0.50 0.54 -0.25 -0.664
H -1.56769 1.04663 4.21786 -0.07 -0.12 0.13 0.254
H -2.44997 -0.48281 3.95376 0.11 0.21 0.19 0.258
H -3.26712 1.08051 3.66504 -0.11 0.11 0.32 0.223
C -3.81863 1.75465 1.00464 0.16 0.05 0.40 -0.665
H -4.46476 1.25559 0.27422 0.07 0.18 0.06 0.253
H -3.65241 2.78470 0.67539 -0.19 -0.07 -0.01 0.255
H -4.27718 1.73581 1.98449 -0.31 0.18 0.02 0.226
C 4.23375 -0.46336 -0.68454 -0.08 0.44 -0.29 -0.684
C 2.79845 0.54508 -3.18953 0.23 0.26 0.38 -0.695
H 4.47232 -1.14999 0.11782 0.19 0.05 0.02 0.271
H 4.72023 0.49404 -0.52985 0.40 0.10 -0.04 0.264
H 4.52715 -0.88258 -1.64309 0.25 0.05 -0.06 0.253
H 2.22929 1.22426 -3.82617 0.01 -0.16 0.12 0.282
H 2.99723 -0.38284 -3.73965 -0.03 0.11 0.07 0.272
H 3.75302 1.00436 -2.92121 -0.03 -0.07 -0.21 0.252
H 1.98990 -1.04982 2.22943 0.27 -0.94 -1.60 0.532
H -0.96250 0.64408 -2.77229 0.27 0.49 0.43 0.537
C -2.61675 -1.65029 -3.00488 -0.33 -0.33 -0.30 -0.254
H -2.93576 -1.29978 -2.01540 0.02 -0.01 -0.27 0.185
H -1.51791 -1.63536 -3.07335 -0.05 -0.15 0.12 0.139
H -2.97518 -2.68709 -3.15349 0.30 0.37 0.32 0.187
O -0.23614 -2.17554 0.17783 0.91 0.77 0.08 -0.889
H 0.75199 -1.96340 0.16045 -1.01 -1.69 0.47 0.490
H -0.56135 -1.82591 1.07606 0.22 -1.02 -0.20 0.536
C 2.66230 0.61043 3.81574 -0.30 0.41 -0.38 -0.694
C 1.75298 0.58362 2.56241 -0.20 5.05 1.16 0.343
N 1.25789 1.22987 1.70374 0.66 -1.70 0.96 -0.471
H 2.40064 1.51710 4.38895 -0.19 -0.36 -0.45 0.275
H 3.73410 0.71498 3.58027 -0.56 -0.12 -0.51 0.259
H 2.58150 -0.21578 4.50838 -0.44 -0.42 -0.23 0.263
```
Positions in Å, forces in eV/Å.

- LUMO energy (spin up / spin down): -5.277 / -5.279 eV
- Gap between HOMO and LUMO (spin up / spin down): 5.4 / 5.3 eV
- Energy relative to the best compared isomer or geometry (same formula, charge and spin): 0.00 kcal/mol
- HOMO (spin up / spin down): -10.7 / -10.5 eV
- Spin multiplicity: 1
- Charge: +1

No. 2
A cluster of 3 separate species, C11H23N6O4 in total. Source: the Open Molecules 2025 dataset; level of theory: ωB97M-V with the def2-TZVPD basis set.

The geometry in XYZ format:
```
44
Properties=species:S:1:pos:R:3:forces:R:3:nbo_charge:R:1
O -3.28130 -1.90578 2.51981 0.03 -0.13 0.01 -0.490
C -2.62652 -1.74900 1.54382 0.04 0.08 0.50 0.652
O -2.35888 -2.75492 0.65331 -0.13 0.11 -0.11 -0.566
C -3.10234 -2.60073 -0.55613 -0.13 -0.02 -0.24 -0.085
C -2.51316 -3.48919 -1.66676 -0.10 0.26 -0.10 -0.240
N -1.13295 -3.87100 -1.42188 0.48 -0.13 -0.31 -0.543
C -0.79018 -4.81938 -0.57229 -0.24 -0.07 0.11 0.597
N -1.66087 -5.57432 0.13123 -0.22 -0.09 0.00 -0.465
C -0.92447 -6.37842 0.85526 0.24 0.14 -0.12 0.285
N 0.38225 -6.18734 0.64884 -0.31 -0.37 0.36 -0.348
N 0.47688 -5.18789 -0.27390 0.02 0.35 -0.29 -0.373
H -2.12531 -0.79384 1.32317 -0.03 -0.01 -0.34 0.112
H -3.09437 -1.55889 -0.89063 0.17 0.04 0.14 0.191
H -4.14208 -2.88197 -0.37621 0.03 -0.01 0.02 0.205
H -2.50721 -2.90421 -2.58395 0.06 -0.06 -0.03 0.244
H -3.12229 -4.36888 -1.86214 0.08 -0.11 0.27 0.228
H -0.41342 -3.37547 -1.93566 -0.11 0.26 0.14 0.445
H -1.27989 -7.11913 1.55510 -0.06 0.01 -0.04 0.246
H 1.15657 -6.66849 1.07887 0.20 0.21 -0.21 0.453
H 1.34566 -4.81458 -0.62203 0.09 -0.16 0.14 0.447
C 0.23940 -0.64551 -0.99643 0.06 -0.10 0.25 0.526
O -0.12635 -0.94094 -2.12782 -0.11 -0.28 -0.02 -0.676
N 0.34826 0.58871 -0.50552 -0.11 -0.01 -0.08 -0.404
C 0.78402 0.85088 0.85401 0.08 0.03 -0.04 -0.407
C 0.03622 1.72072 -1.36908 -0.05 0.00 -0.13 -0.421
H 0.51308 -1.42520 -0.25991 0.00 0.06 0.06 0.087
H 0.00847 1.38887 1.40219 0.01 -0.01 0.02 0.200
H 1.68967 1.45756 0.84358 -0.02 0.02 0.01 0.234
H 0.98774 -0.08955 1.36472 -0.01 -0.01 -0.01 0.199
H -0.99518 1.66067 -1.71837 0.00 -0.02 0.02 0.206
H 0.69233 1.71670 -2.23787 0.00 0.05 0.00 0.226
H 0.19320 2.64112 -0.81625 0.07 -0.01 0.00 0.233
C 2.88890 4.49191 0.44962 0.09 0.03 -0.05 0.533
O 2.43208 3.65367 -0.31252 -0.10 -0.05 0.11 -0.662
N 2.35138 5.70339 0.65787 0.00 0.02 0.04 -0.418
C 2.94294 6.66482 1.56913 -0.08 -0.01 -0.07 -0.401
C 1.13926 6.06022 -0.06113 0.05 -0.08 -0.03 -0.416
H 3.80690 4.31731 1.03372 -0.01 0.00 0.00 0.114
H 2.24025 6.91987 2.36400 0.03 0.02 0.02 0.201
H 3.21684 7.57658 1.03637 0.02 0.01 0.03 0.204
H 3.83891 6.24118 2.01773 0.01 -0.01 0.00 0.214
H 0.33435 5.36605 0.18331 -0.02 0.03 -0.01 0.206
H 1.30933 6.01692 -1.13695 -0.02 0.01 0.00 0.219
H 0.84185 7.06749 0.21777 0.01 0.00 0.01 0.211
```
Positions in Å, forces in eV/Å.

- LUMO energy: -2.734 eV
- Gap between HOMO and LUMO: 8.6 eV
- HOMO: -11.3 eV
- Spin multiplicity: 1
- Charge: +1